Formula: C34H31F48NO6
Source: OMol25
Level of theory: ωB97M-V/def2-TZVPD

Atoms and positions in Å:
F: 5.095 -5.128 25.223
C: 5.172 -6.439 25.588
F: 5.215 -6.541 26.920
C: 3.999 -7.218 25.021
F: 4.040 -8.508 25.413
F: 4.082 -7.258 23.656
C: 2.643 -6.596 25.312
O: 1.682 -7.116 24.406
C: 0.528 -6.425 24.268
F: -0.138 -6.318 25.430
F: 0.846 -5.176 23.840
C: -0.290 -7.213 23.247
F: -1.505 -6.623 23.089
F: 0.339 -7.303 22.061
H: 6.110 -6.797 25.150
H: 2.718 -5.515 25.172
H: 2.332 -6.837 26.332
H: -0.503 -8.222 23.610
F: 11.080 -6.758 24.101
C: 11.046 -7.981 24.693
F: 10.520 -7.850 25.917
C: 10.170 -8.880 23.825
F: 10.123 -10.151 24.352
F: 10.661 -9.034 22.584
C: 8.726 -8.361 23.760
O: 8.042 -8.704 22.577
C: 7.037 -9.615 22.710
F: 7.534 -10.741 23.258
F: 6.115 -9.133 23.587
C: 6.444 -9.852 21.322
F: 5.891 -11.082 21.279
F: 5.542 -8.894 21.035
H: 12.066 -8.370 24.749
H: 8.811 -7.271 23.654
H: 8.195 -8.468 24.703
H: 7.240 -9.806 20.576
F: -1.047 -6.933 18.032
C: -2.377 -7.082 18.225
F: -2.556 -7.961 19.236
C: -3.029 -5.732 18.578
F: -4.282 -6.020 18.999
F: -3.108 -5.007 17.437
C: -2.235 -4.983 19.627
O: -2.880 -3.738 19.857
C: -2.050 -2.813 20.424
F: -1.297 -3.361 21.395
F: -1.214 -2.319 19.471
C: -2.872 -1.656 20.985
F: -3.678 -2.111 21.960
F: -2.021 -0.744 21.517
H: -2.852 -7.473 17.321
H: -1.199 -4.944 19.295
H: -2.240 -5.619 20.518
H: -3.456 -1.143 20.219
F: -5.284 -1.447 29.562
C: -4.366 -1.733 28.582
F: -3.545 -0.680 28.454
C: -3.549 -2.948 29.047
F: -4.341 -4.035 28.794
F: -3.278 -2.897 30.358
C: -2.246 -3.144 28.269
O: -2.583 -3.019 26.882
C: -1.552 -2.674 26.088
F: -1.230 -1.374 26.284
F: -0.466 -3.425 26.338
C: -2.017 -2.834 24.639
F: -1.087 -2.309 23.813
F: -2.183 -4.137 24.315
H: -4.990 -1.930 27.713
H: -2.032 -4.203 28.433
H: -1.483 -2.454 28.616
H: -2.946 -2.301 24.435
F: 7.801 -4.047 27.554
C: 7.218 -2.869 27.246
F: 6.576 -2.374 28.327
C: 8.248 -1.871 26.728
F: 9.271 -1.699 27.593
F: 7.614 -0.661 26.662
C: 8.782 -2.224 25.352
O: 7.720 -2.691 24.557
C: 8.010 -3.287 23.385
F: 8.970 -2.665 22.689
F: 8.539 -4.531 23.678
C: 6.693 -3.512 22.649
F: 6.139 -2.335 22.324
F: 6.967 -4.195 21.512
H: 6.457 -3.032 26.482
H: 9.513 -3.025 25.522
H: 9.274 -1.364 24.900
H: 6.027 -4.072 23.303
F: 3.364 -10.821 23.763
C: 2.146 -10.869 24.337
F: 1.243 -11.360 23.473
C: 2.143 -11.651 25.642
F: 0.975 -11.472 26.296
F: 3.103 -11.118 26.461
C: 2.420 -13.140 25.564
O: 3.503 -13.335 24.660
C: 4.166 -14.499 24.788
F: 4.786 -14.625 25.971
F: 3.270 -15.525 24.682
C: 5.153 -14.604 23.629
F: 6.244 -13.845 23.848
F: 5.579 -15.888 23.557
H: 1.897 -9.833 24.611
H: 1.553 -13.662 25.159
H: 2.699 -13.508 26.548
H: 4.687 -14.294 22.694
C: 3.935 -3.834 19.312
C: 2.507 -4.394 19.399
C: 2.288 -5.219 20.660
C: 2.855 -4.600 21.863
N: 3.398 -4.193 22.786
H: 4.103 -3.288 18.389
H: 4.599 -4.701 19.316
H: 4.094 -3.212 20.188
H: 2.240 -4.927 18.484
H: 1.771 -3.584 19.395
H: 2.809 -6.185 20.633
H: 1.249 -5.453 20.880

## Properties
Strongest force on any atom (hartree/bohr): 0.04861
Frontier orbital gap (Eh): 0.4419
Lowest unoccupied orbital energy (eV): 0.4
Net charge: 0
Structure (SMILES): FC(F)C(F)(F)COC(F)(F)C(F)F.FC(F)C(F)(F)COC(F)(F)C(F)F.FC(F)C(F)(F)COC(F)(F)C(F)F.FC(F)C(F)(F)COC(F)(F)C(F)F.FC(F)C(F)(F)COC(F)(F)C(F)F.FC(F)C(F)(F)COC(F)(F)C(F)F.CCCC#N

=====

Formula: C34H31FMoN4O6
Source: OMol25
Level of theory: ωB97M-V/def2-TZVPD

Atoms and positions in Å:
Mo: 3.255 -0.733 0.014
C: -0.628 6.299 1.263
C: -0.333 5.689 -0.104
N: -0.015 4.274 0.016
C: 1.257 3.886 -0.126
C: 1.697 2.616 0.118
C: 3.065 2.236 -0.323
O: 3.946 3.011 -0.576
O: 3.159 0.928 -0.465
C: 0.826 1.626 0.705
O: 1.208 0.554 1.199
C: -0.587 2.012 0.642
C: -1.570 1.047 0.875
C: -2.897 1.347 0.711
F: -3.816 0.395 0.969
C: -3.323 2.623 0.298
C: -2.342 3.593 0.122
C: -0.981 3.318 0.277
N: -4.653 2.936 0.022
C: -5.265 4.096 0.628
C: -6.232 4.746 -0.360
N: -7.266 3.744 -0.724
C: -6.620 2.547 -1.330
C: -5.630 1.932 -0.338
H: -0.873 7.350 1.151
H: 0.242 6.218 1.909
H: -1.459 5.796 1.751
H: 0.526 6.193 -0.550
H: -1.174 5.819 -0.788
H: 1.970 4.622 -0.473
H: -1.266 0.059 1.178
H: -2.651 4.575 -0.191
H: -4.495 4.809 0.913
H: -5.817 3.813 1.539
H: -5.705 5.038 -1.270
H: -6.695 5.631 0.079
H: -7.952 4.150 -1.372
H: -7.773 3.460 0.124
H: -6.095 2.869 -2.230
H: -7.381 1.816 -1.609
H: -5.137 1.097 -0.835
H: -6.169 1.537 0.535
C: 4.234 -7.398 0.345
O: 5.496 -6.760 0.384
C: 5.582 -5.436 0.428
C: 6.885 -4.894 0.374
C: 7.100 -3.544 0.399
C: 6.029 -2.624 0.448
C: 6.183 -1.194 0.422
C: 7.511 -0.507 0.400
O: 5.153 -0.452 0.374
C: 4.715 -3.185 0.488
O: 3.673 -2.355 0.452
C: 4.499 -4.557 0.499
H: 4.453 -8.458 0.218
H: 3.640 -7.049 -0.502
H: 3.680 -7.251 1.275
H: 7.711 -5.585 0.304
H: 8.115 -3.184 0.360
H: 8.350 -1.189 0.439
H: 7.573 0.189 1.237
H: 7.571 0.098 -0.506
H: 3.474 -4.900 0.541
N: -4.334 -6.914 -1.002
C: -3.481 -6.152 -0.941
C: -2.439 -5.195 -0.882
C: -2.397 -4.271 0.167
C: -1.400 -3.321 0.205
C: -0.433 -3.274 -0.804
C: -0.466 -4.216 -1.838
C: -1.460 -5.170 -1.878
C: 0.615 -2.325 -0.763
C: 1.503 -1.487 -0.710
H: -3.145 -4.312 0.945
H: -1.355 -2.618 1.025
H: 0.297 -4.193 -2.599
H: -1.482 -5.898 -2.674

## Properties
Strongest force on any atom (hartree/bohr): 0.10072
Frontier orbital gap (spin up / spin down) (Eh): 0.2535 / 0.2520
Lowest unoccupied orbital energy (spin up / spin down) (eV): -5.6 / -5.7
<S²>: 2.017
Net charge: +2
Multiplicity: 3

=====

- The highest strongest force on any atom belongs to which entry?
  C34H31FMoN4O6

=====

- Number 2 is which compound?
  C34H31FMoN4O6

=====

- Which of these has the highest net charge?
  C34H31FMoN4O6